<i>
C2H8NO2 | ωB97M-V with the def2-TZVPD basis set

For the LUMO energy, the calculation gives -4.83 eV. Its frontier orbital gap is 10.171 eV.

```
! wB97M-V def2-TZVPD RIJCOSX def2/J DEFGRID3
* xyz 1 1
C 1.180 -0.208 1.920
N -0.156 0.522 1.663
H 1.308 -0.360 2.999
H 1.124 -1.168 1.417
H 1.828 0.532 1.395
H 0.359 0.825 0.559
H -0.374 1.460 1.478
H -0.916 -0.005 2.149
O -0.548 -0.095 -1.228
C -0.985 -0.087 -2.301
O -0.090 -0.640 -3.340
H -1.900 0.268 -2.797
H -0.832 -1.045 -3.914
*
```

Löwdin atomic charges, in units of e:
1. C -0.01
2. N 0.07
3. H 0.10
4. H 0.10
5. H 0.11
6. H 0.27
7. H 0.11
8. H 0.18
9. O 0.08
10. C -0.29
11. O -0.01
12. H 0.15
13. H 0.13


<ii>
C2H8NO2 | ωB97M-V with the def2-TZVPD basis set

For the LUMO energy, the calculation gives -3.69 eV. Its frontier orbital gap is 12.703 eV.

```
! wB97M-V def2-TZVPD RIJCOSX def2/J DEFGRID3
* xyz 1 1
C -0.560 1.283 0.028
C 0.473 0.088 -0.030
N -0.537 -1.243 0.045
O 1.458 -0.056 0.910
O 0.891 0.017 -1.314
H -0.265 2.380 -0.014
H -1.279 1.156 -0.789
H -1.139 1.069 0.917
H -0.478 -1.853 0.884
H -0.093 -1.708 -0.747
H -1.459 -1.015 -0.289
H 1.149 0.052 1.796
H 1.838 -0.170 -1.396
*
```

Löwdin atomic charges, in units of e:
1. C 0.03
2. C -0.56
3. N 0.26
4. O 0.13
5. O 0.08
6. H 0.13
7. H 0.09
8. H 0.08
9. H 0.18
10. H 0.15
11. H 0.14
12. H 0.12
13. H 0.15


<iii>
C2H8NO2 | ωB97M-V with the def2-TZVPD basis set

For the LUMO energy, the calculation gives -3.67 eV. Its frontier orbital gap is 11.336 eV.

```
! wB97M-V def2-TZVPD RIJCOSX def2/J DEFGRID3
* xyz 1 1
C 0.066 0.909 -1.630
C -0.144 -0.963 1.102
N 1.116 -0.964 1.156
O -0.819 -0.357 1.965
O -0.821 0.650 -0.548
H 0.589 0.158 -2.073
H 0.971 1.453 -1.279
H -0.533 1.406 -2.418
H -0.662 -1.559 0.226
H -1.306 1.422 -0.521
H 1.517 -0.501 1.912
H 1.767 -1.393 0.399
H -1.741 -0.260 1.709
*
```

Löwdin atomic charges, in units of e:
1. C -0.10
2. C -0.28
3. N 0.25
4. O 0.20
5. O -0.12
6. H 0.04
7. H 0.10
8. H 0.11
9. H 0.22
10. H 0.06
11. H 0.13
12. H 0.22
13. H 0.16


Which is most stable? The ranking, best first, is <ii>, <iii>, <i>.


<i>
C5H11N2O2 | ωB97M-V with the def2-TZVPD basis set

For the LUMO energy, the calculation gives -5.10 eV. Its frontier orbital gap is 8.776 eV.

```
! wB97M-V def2-TZVPD RIJCOSX def2/J DEFGRID3
* xyz 1 1
C 0.559 -1.961 -0.756
C -0.611 0.029 -0.144
C 0.563 0.904 0.165
C -1.688 1.020 -0.785
C 0.744 1.227 1.591
N -0.275 -0.919 -1.153
N 1.188 -1.967 0.340
O -1.291 -0.514 0.913
O 1.338 1.140 -0.808
H 0.798 -2.769 -1.571
H -1.599 1.875 -0.295
H -2.687 0.428 -0.673
H -1.443 1.270 -1.757
H -0.122 1.529 1.955
H 1.602 1.855 2.016
H 0.924 0.323 2.236
H -0.727 -1.070 -1.998
H 1.865 -2.696 0.457
H -1.194 -1.477 0.803
H 2.057 1.773 -0.535
*
```

Löwdin atomic charges, in units of e:
1. C -0.26
2. C -0.56
3. C -0.18
4. C 0.08
5. C 0.06
6. N 0.09
7. N 0.12
8. O 0.05
9. O 0.26
10. H 0.17
11. H 0.04
12. H 0.16
13. H 0.07
14. H 0.05
15. H 0.15
16. H 0.15
17. H 0.13
18. H 0.06
19. H 0.13
20. H 0.21


<ii>
C5H11N2O2 | ωB97M-V with the def2-TZVPD basis set

For the LUMO energy (alpha / beta), the calculation gives -3.20 / -3.20 eV. Its frontier orbital gap (alpha / beta) is 8.612 / 8.611 eV.

```
! wB97M-V def2-TZVPD RIJCOSX def2/J DEFGRID3
* xyz 1 1
C -1.971 -0.115 1.202
C -1.593 0.211 -1.002
C -0.364 -0.513 -0.305
C 2.067 0.239 -0.901
C 0.747 0.365 0.007
N -2.522 0.285 0.077
N 1.346 0.061 1.503
O -2.031 -0.215 2.387
O 0.062 -1.805 -0.650
H -1.372 1.223 -1.269
H -2.073 -0.301 -1.797
H 2.697 1.064 -0.776
H 1.652 0.169 -1.834
H 2.550 -0.668 -0.615
H 0.503 1.493 -0.002
H -3.342 0.875 -0.062
H 0.848 -0.867 1.730
H 0.998 0.839 2.068
H 2.380 -0.061 1.485
H -0.582 -2.277 -1.247
*
```

Löwdin atomic charges, in units of e:
1. C -0.25
2. C -0.10
3. C -0.30
4. C 0.00
5. C -0.24
6. N 0.06
7. N 0.22
8. O 0.14
9. O 0.01
10. H 0.12
11. H 0.12
12. H 0.07
13. H 0.06
14. H 0.08
15. H 0.18
16. H 0.17
17. H 0.19
18. H 0.15
19. H 0.16
20. H 0.15


Which is most stable? The ranking, best first, is <i>, <ii>.


<i>
C4H8N4O | ωB97M-V with the def2-TZVPD basis set

For the LUMO energy, the calculation gives 0.94 eV. Its frontier orbital gap is 8.085 eV.

```
! wB97M-V def2-TZVPD RIJCOSX def2/J DEFGRID3
* xyz 0 1
C 0.801 -0.830 0.077
N -0.673 -0.161 -0.166
C 0.281 1.207 -0.540
N -1.629 -0.313 0.856
N 0.886 -1.469 1.329
C -1.079 -0.075 -1.554
C 1.391 0.528 -0.061
O -0.018 2.496 -0.250
N -0.430 0.891 -2.036
H -0.513 2.858 -1.001
H 0.890 -1.563 -0.741
H -1.170 -0.856 1.593
H -1.837 0.612 1.224
H 1.111 -2.455 1.322
H 1.380 -0.935 2.027
H -1.821 -0.740 -1.984
H 2.432 0.806 -0.097
*
```

Löwdin atomic charges, in units of e:
1. C -0.32
2. N -0.16
3. C -0.43
4. N 0.10
5. N 0.06
6. C -0.19
7. C -0.06
8. O 0.07
9. N 0.15
10. H 0.10
11. H 0.14
12. H 0.07
13. H 0.10
14. H 0.09
15. H 0.09
16. H 0.11
17. H 0.08


<ii>
C4H8N4O | ωB97M-V with the def2-TZVPD basis set

For the LUMO energy, the calculation gives 0.03 eV. Its frontier orbital gap is 8.475 eV.

```
! wB97M-V def2-TZVPD RIJCOSX def2/J DEFGRID3
* xyz 0 1
C -0.865 -0.393 -0.048
C 1.304 -1.090 -0.446
C 2.181 -0.386 0.563
C -0.381 0.896 -0.470
H -3.894 0.384 0.704
H -2.520 1.176 0.812
H 1.884 -1.962 -0.962
H 1.142 -0.515 -1.424
H 2.613 -0.827 1.845
H 3.265 -0.565 -0.099
H 2.714 1.500 0.243
H -1.254 1.140 -1.072
N -2.959 0.483 0.225
N -2.121 -0.689 0.157
N 1.847 1.143 0.460
N 0.769 1.578 -0.451
O -0.017 -1.511 -0.048
*
```

Löwdin atomic charges, in units of e:
1. C -0.36
2. C -0.28
3. C -0.16
4. C -0.12
5. H 0.10
6. H 0.06
7. H 0.14
8. H 0.14
9. H 0.21
10. H 0.15
11. H 0.04
12. H 0.11
13. N -0.03
14. N 0.05
15. N -0.05
16. N 0.05
17. O -0.05


Which is most stable? The ranking, best first, is <i>, <ii>.


<i>
C2HN3O3 | ωB97M-V with the def2-TZVPD basis set

For the LUMO energy, the calculation gives -0.09 eV. Its frontier orbital gap is 11.282 eV.

```
! wB97M-V def2-TZVPD RIJCOSX def2/J DEFGRID3
* xyz 0 1
C 1.920 -0.165 -0.007
C -0.377 -0.205 0.027
H 2.730 -0.768 -0.366
N -0.770 1.056 -0.262
N -2.128 1.033 -0.055
N -2.622 -0.086 0.184
O 2.017 0.933 0.419
O 0.729 -0.827 -0.254
O -1.498 -0.970 0.313
*
```

Löwdin atomic charges, in units of e:
1. C -0.25
2. C -0.38
3. H 0.15
4. N 0.13
5. N -0.03
6. N 0.07
7. O 0.15
8. O 0.13
9. O 0.03


<ii>
C2HN3O3 | ωB97M-V with the def2-TZVPD basis set

For the LUMO energy, the calculation gives 0.42 eV. Its frontier orbital gap is 11.709 eV.

```
! wB97M-V def2-TZVPD RIJCOSX def2/J DEFGRID3
* xyz 0 1
C -1.034 -0.356 -0.068
C -0.049 1.738 -0.056
H -2.276 -1.699 0.247
N -1.052 1.065 -0.116
N 2.801 -0.135 0.054
N 3.045 -1.175 -0.219
O -2.303 -0.768 -0.128
O 0.929 2.355 0.049
O -0.060 -1.024 0.236
*
```

Löwdin atomic charges, in units of e:
1. C -0.55
2. C -0.28
3. H 0.16
4. N 0.21
5. N 0.03
6. N 0.04
7. O 0.12
8. O 0.20
9. O 0.07


Which is most stable? The ranking, best first, is <ii>, <i>.


<i>
CH2FNO2 | ωB97M-V with the def2-TZVPD basis set

For the LUMO energy (alpha / beta), the calculation gives -0.16 / -0.16 eV. Its frontier orbital gap (alpha / beta) is 9.736 / 9.735 eV.

```
! wB97M-V def2-TZVPD RIJCOSX def2/J DEFGRID3
* xyz 0 1
C -0.862 -0.084 0.149
N 1.104 0.206 -0.210
O 1.365 1.337 -0.309
O 1.789 -0.740 0.013
F -0.874 -1.293 -0.350
H -0.978 0.060 1.254
H -1.544 0.513 -0.547
*
```

Löwdin atomic charges, in units of e:
1. C -0.01
2. N -0.36
3. O 0.07
4. O 0.07
5. F -0.01
6. H 0.11
7. H 0.12


<ii>
CH2FNO2 | ωB97M-V with the def2-TZVPD basis set

For the LUMO energy, the calculation gives -0.39 eV. Its frontier orbital gap is 11.531 eV.

```
! wB97M-V def2-TZVPD RIJCOSX def2/J DEFGRID3
* xyz 0 1
C 0.724 0.864 -0.010
N -0.143 1.434 1.059
O 0.437 2.153 1.833
O -1.264 1.045 1.192
F -0.298 0.705 -1.266
H 1.483 1.454 -0.482
H 1.085 -0.088 0.395
*
```

Löwdin atomic charges, in units of e:
1. C 0.10
2. N -0.43
3. O 0.09
4. O 0.12
5. F -0.15
6. H 0.12
7. H 0.14


Which is most stable? The ranking, best first, is <ii>, <i>.


<i>
C3H5N4O2 | ωB97M-V with the def2-TZVPD basis set

For the LUMO energy, the calculation gives -4.49 eV. Its frontier orbital gap is 9.904 eV.

```
! wB97M-V def2-TZVPD RIJCOSX def2/J DEFGRID3
* xyz 1 1
C -1.197 -0.471 0.229
C 1.290 1.664 -0.021
C -0.285 -0.825 -0.809
N 1.697 -2.024 -0.295
N 0.814 -1.444 -0.615
N -0.897 -0.604 1.474
N 2.102 1.802 -0.859
O -2.463 -0.157 0.003
O 0.365 1.676 0.671
H -0.265 -0.287 -1.843
H 0.101 -0.658 1.687
H -1.545 -0.499 2.317
H -2.803 0.185 -0.855
H 3.085 1.642 -1.082
*
```

Löwdin atomic charges, in units of e:
1. C -0.40
2. C -0.45
3. C -0.08
4. N 0.35
5. N -0.05
6. N 0.24
7. N 0.24
8. O 0.16
9. O 0.14
10. H 0.19
11. H 0.14
12. H 0.21
13. H 0.18
14. H 0.12


<ii>
C3H5N4O2 | ωB97M-V with the def2-TZVPD basis set

For the LUMO energy, the calculation gives -4.54 eV. Its frontier orbital gap is 11.442 eV.

```
! wB97M-V def2-TZVPD RIJCOSX def2/J DEFGRID3
* xyz 1 1
C -0.975 -1.778 0.913
C -0.350 -0.117 -0.290
C 0.081 1.147 -1.669
N -0.146 -1.112 1.632
N 0.248 -0.015 0.918
N -1.064 -1.198 -0.338
N 1.397 0.940 1.535
O 1.521 0.703 2.661
O 1.872 1.597 0.747
H -1.522 -2.624 1.126
H -0.427 0.911 -2.648
H 1.105 0.986 -2.084
H -0.181 2.218 -1.429
H -1.558 -1.658 -1.074
*
```

Löwdin atomic charges, in units of e:
1. C -0.06
2. C -0.09
3. C 0.08
4. N 0.15
5. N 0.05
6. N 0.17
7. N -0.31
8. O 0.24
9. O 0.24
10. H 0.13
11. H 0.07
12. H 0.07
13. H 0.08
14. H 0.18


Which is most stable? The ranking, best first, is <i>, <ii>.